Entry from OMol25: C20H39O3OsP3 as an isolated structure in a non-equilibrium geometry (ωB97M-V/def2-TZVPD).

## Properties
LUMO energy (spin up / spin down) (eV): -12.8 / -16.7
Frontier orbital gap (spin up / spin down) (eV): 5.47 / 5.09
E_HOMO (spin up / spin down) (eV): -18.26 / -21.82
Strongest force on any atom (hartree/bohr): 0.11054
2S+1: 5
Net charge: +4

Atoms and positions in Å:
P -1.606 0.335 1.843
C -0.677 0.289 3.393
H -1.418 0.470 4.177
H 0.087 1.071 3.374
H -0.203 -0.689 3.507
C -2.586 1.830 1.997
H -3.431 1.829 1.295
H -1.944 2.711 1.824
H -2.959 1.817 3.035
C -2.675 -1.103 1.970
H -3.422 -0.871 2.742
H -2.084 -1.985 2.267
H -3.172 -1.330 1.015
P 0.136 -2.520 -1.676
C 1.458 -3.632 -1.105
H 1.547 -4.448 -1.835
H 1.205 -4.046 -0.122
H 2.412 -3.095 -1.051
C -1.328 -3.569 -1.558
H -2.144 -3.204 -2.185
H -1.657 -3.607 -0.510
H -1.050 -4.578 -1.883
C 0.633 -2.131 -3.367
H 0.562 -3.059 -3.966
H 1.682 -1.763 -3.370
H -0.009 -1.355 -3.824
P 0.930 2.087 -0.876
C 2.575 2.485 -0.263
H 2.750 3.534 -0.538
H 3.320 1.834 -0.734
H 2.597 2.352 0.824
C 1.134 2.302 -2.646
H 1.791 3.172 -2.781
H 0.183 2.472 -3.158
H 1.612 1.404 -3.072
C -0.115 3.304 -0.060
H 0.219 4.287 -0.424
H 0.038 3.221 1.028
H -1.175 3.151 -0.300
Os -0.312 -0.359 -0.668
C 0.026 -1.463 0.809
O 0.462 -2.181 1.643
C 1.544 -0.381 -0.850
O 2.704 -0.571 -0.838
C -1.540 0.588 -2.959
C -1.937 1.709 -2.222
C -2.827 1.590 -1.165
C -3.277 0.328 -0.783
C -2.914 -0.812 -1.501
C -2.092 -0.659 -2.634
H -0.924 0.698 -3.857
H -1.688 2.707 -2.576
H -3.198 2.491 -0.661
H -4.064 0.252 -0.035
H -3.386 -1.771 -1.274
H -1.983 -1.481 -3.336
C 3.416 1.025 4.044
C 2.983 0.249 2.835
C 3.661 -1.079 2.562
O 2.059 0.644 2.095
H 4.322 0.599 4.489
H 2.606 1.024 4.790
H 3.601 2.064 3.739
H 2.940 -1.890 2.708
H 4.006 -1.085 1.528
H 4.508 -1.261 3.219